Molecular formula: C21H22Co2N3O6
Method: DFT, wB97M-V/def2-TZVPD

Positions of all 54 atoms, in Å:
C -1.718 4.075 5.176
H 3.562 -1.523 3.711
C -1.273 -0.080 -0.589
H 0.682 0.299 0.129
C -2.538 2.762 2.647
N 0.205 -1.663 0.753
O -7.324 4.547 4.379
C -4.057 2.815 5.698
H -1.768 2.789 0.640
C 1.714 -0.032 2.617
C 0.323 -4.230 0.677
H 2.133 0.614 1.823
O -4.875 2.796 6.512
C -3.559 0.642 -1.045
H -0.652 0.165 1.357
Co -2.819 2.781 4.440
H -0.570 3.188 2.048
C 1.148 -2.142 1.531
C -3.728 5.874 3.703
C -4.929 4.936 1.443
C -1.925 1.284 4.828
H -1.676 0.785 -3.879
N 1.255 -3.513 1.512
N 1.994 -1.429 2.346
H 2.770 -3.985 2.972
H -4.553 0.882 -0.662
C -3.896 2.712 2.994
H -0.365 -4.807 1.306
H 0.014 -0.210 -2.306
H 2.336 -5.243 1.822
C -0.981 0.068 -1.950
C 1.935 -4.414 2.429
H -4.620 1.905 2.765
O -1.443 0.288 5.161
C -1.577 2.902 1.715
H -0.214 -3.493 0.078
H 0.632 0.107 2.713
H 4.070 -1.204 2.003
Co -4.686 4.527 3.118
H -3.962 1.368 -3.044
O -1.196 4.715 5.983
H 3.614 -2.818 2.497
C 3.381 -1.771 2.653
C -1.942 0.593 -2.835
H 0.878 -4.948 0.067
H 2.162 0.214 3.589
C -3.228 0.910 -2.378
C -2.599 0.095 -0.184
O -5.054 5.123 0.305
C -6.270 4.538 3.895
H 1.239 -4.828 3.179
C -0.177 -0.313 0.481
H -2.867 -0.163 0.841
O -3.098 6.779 4.059

## Properties
ΔE to the lowest compared entry with this formula, charge and spin ... 0.0 kJ/mol
LUMO ... 0.084 Ha
Gap between HOMO and LUMO ... 6.5018 eV
HOMO ... -4.217 eV
Net charge ... -1

These are the Löwdin partial charges, in e, on atoms 1 to 6: C -0.091; H 0.094; C -0.208; H 0.118; C -0.396; N 0.061